Entry 1:
Formula: C29H32NO2S
Source: the OMol25 dataset
Level of theory: ωB97M-V/def2-TZVPD

The total energy is -1727.328061 hartree. Its frontier orbital gap is 3.21 eV. For the energy above the lowest of the compared OMol25 structures with the same formula, charge and spin, the calculation gives 162.3 kJ/mol. For the LUMO energy, the calculation gives -0.1885 Ha. As for the net charge: +1.

Last column: Mulliken charge in e.
Cartesian coordinates (Å):
C 4.86 -4.07 -3.01  -0.774
O 4.52 -2.67 -3.19  -0.412
C 3.36 -2.19 -2.67  0.854
C 3.13 -0.79 -2.81  -0.826
C 1.93 -0.25 -2.41  -0.584
C 0.86 -1.08 -1.97  0.566
C -0.46 -0.56 -1.83  0.038
C -1.62 -1.34 -2.15  0.976
C -2.95 -0.83 -2.02  -0.642
C -4.07 -1.59 -2.24  -0.853
C -3.99 -2.88 -2.79  0.943
C -5.28 -3.54 -3.17  -1.392
C -2.71 -3.41 -3.02  -0.984
C -1.57 -2.65 -2.74  -0.480
C 1.19 -2.43 -1.67  -0.970
C 2.37 -3.01 -2.09  -0.360
H 5.89 -4.11 -3.36  0.250
H 4.79 -4.37 -1.94  0.334
H 4.20 -4.71 -3.62  0.336
H 3.95 -0.21 -3.23  0.451
H 1.82 0.84 -2.44  0.458
H -0.56 0.51 -1.71  0.134
H -3.14 0.22 -1.79  0.609
H -5.06 -1.18 -2.02  0.375
H -5.18 -4.63 -3.23  0.375
H -6.03 -3.26 -2.41  0.385
H -5.68 -3.18 -4.14  0.295
H -2.61 -4.42 -3.42  0.377
H -0.60 -3.08 -2.99  0.570
H 0.47 -3.02 -1.09  0.804
H 2.53 -4.07 -1.98  0.407
C -2.14 2.17 -0.70  -0.099
O -1.61 2.45 0.62  -0.530
C -0.60 1.71 1.23  0.257
C -0.99 0.52 2.00  0.180
C -0.11 -0.58 2.13  -0.344
C -0.36 -1.59 3.05  -0.758
C -1.50 -1.56 3.86  -0.476
C -2.43 -0.53 3.69  -0.650
C -2.19 0.49 2.75  -0.214
C 0.51 2.54 1.47  0.012
N 1.13 2.77 2.68  0.027
C 0.94 1.91 3.85  -0.905
C 1.91 3.91 2.71  0.180
C 2.64 4.27 3.97  -1.744
C 1.84 4.63 1.55  1.093
C 2.39 5.99 1.37  -1.369
S 0.95 3.81 0.33  -0.275
H -3.12 2.67 -0.81  0.445
H -1.45 2.51 -1.49  0.254
H -2.26 1.08 -0.72  -0.688
H 0.79 -0.59 1.51  0.703
H 0.33 -2.44 3.15  0.398
H -1.66 -2.33 4.61  0.409
H -3.35 -0.52 4.27  0.417
H -2.91 1.30 2.63  0.396
H 1.46 2.36 4.70  0.426
H -0.12 1.84 4.12  0.306
H 1.36 0.92 3.70  0.258
H 3.36 5.06 3.74  0.345
H 2.00 4.67 4.78  0.311
H 3.24 3.44 4.37  0.416
H 3.14 6.19 2.14  0.346
H 2.85 6.12 0.39  0.344
H 1.61 6.75 1.48  0.272

Entry 2:
Formula: C29H33CeCl3IN2O2Si2
Source: the OMol25 dataset
Level of theory: ωB97M-V/def2-TZVPD

The total energy is -4117.425739 hartree. Its frontier orbital gap (spin up / spin down) is 6.83 / 6.82 eV. The spin multiplicity is 2. For the energy above the lowest of the compared OMol25 structures with the same formula, charge and spin, the calculation gives 0.0 kJ/mol. For the LUMO energy (spin up / spin down), the calculation gives -0.0300 / -0.0296 Ha. As for the net charge: 0.

Last column: Mulliken charge in e.
Cartesian coordinates (Å):
Ce -3.75 -19.43 7.55  0.804
C -5.19 -20.14 9.59  -1.469
Si -5.72 -18.71 10.58  -0.203
C -4.07 -17.86 11.11  -1.149
N -3.38 -17.20 10.02  0.771
C -4.07 -16.00 9.46  0.059
C -3.19 -14.77 9.21  -0.960
C -2.33 -14.43 10.42  -0.677
C -1.79 -15.67 11.15  -0.684
C -1.97 -16.94 10.32  -0.856
C -6.80 -17.58 9.49  0.370
C -7.55 -16.54 10.05  0.055
C -8.25 -15.66 9.24  -0.706
C -8.20 -15.79 7.86  -0.524
C -7.44 -16.78 7.28  -0.770
C -6.84 -17.73 8.10  -0.453
C -6.68 -19.09 12.15  0.705
C -6.02 -19.58 13.27  -0.324
C -6.69 -19.95 14.42  -0.650
C -8.06 -19.79 14.48  -0.421
C -8.76 -19.30 13.37  -0.649
C -8.06 -19.00 12.21  -0.196
H -6.00 -20.75 9.18  0.500
H -4.44 -20.78 10.07  0.536
H -3.41 -18.65 11.50  0.598
H -4.25 -17.19 11.97  0.305
H -4.89 -15.73 10.13  0.129
H -4.52 -16.32 8.50  -0.104
H -3.81 -13.92 8.89  0.521
H -2.55 -14.98 8.33  0.202
H -2.88 -13.81 11.13  0.290
H -1.50 -13.79 10.10  0.376
H -2.30 -15.80 12.11  0.264
H -0.72 -15.57 11.40  0.402
H -1.55 -17.82 10.83  0.392
H -1.44 -16.86 9.36  0.320
H -7.61 -16.43 11.14  0.487
H -8.85 -14.84 9.68  0.380
H -8.76 -15.08 7.24  0.354
H -7.33 -16.84 6.21  0.495
H -6.41 -18.64 7.66  0.587
H -4.92 -19.69 13.25  0.243
H -6.15 -20.38 15.26  0.397
H -8.61 -20.00 15.41  0.335
H -9.85 -19.16 13.41  0.365
H -8.64 -18.72 11.32  0.337
I 1.98 -24.81 6.46  0.091
C -0.01 -24.17 6.40  0.037
C -0.81 -24.49 5.31  -0.522
C -2.12 -24.03 5.30  -0.519
C -2.62 -23.22 6.35  0.298
C -1.82 -23.07 7.48  -0.166
C -0.51 -23.48 7.50  -0.544
C -3.95 -22.50 6.19  0.075
O -4.75 -22.85 5.32  -0.654
O -4.16 -21.52 7.03  -0.411
H -0.40 -25.06 4.47  0.356
H -2.76 -24.28 4.45  0.469
H -2.22 -22.59 8.37  0.552
H 0.18 -23.31 8.35  0.384
Cl 1.02 -18.39 6.96  -0.246
Si -0.74 -19.16 7.63  0.155
Cl -2.36 -17.25 6.66  -0.402
Cl -1.42 -20.30 5.78  -0.158
C -2.63 -20.04 2.38  -1.186
C -3.68 -20.77 3.22  0.440
C -4.21 -19.98 4.29  0.404
N -4.47 -19.26 5.19  -0.384
H -2.20 -20.68 1.61  0.365
H -1.79 -19.67 2.98  0.247
H -3.05 -19.19 1.84  0.366
H -3.27 -21.69 3.67  -0.251
H -4.51 -21.16 2.61  0.421

Entry 3:
Formula: C29H33ClIN6O2SSi2W
Source: the OMol25 dataset
Level of theory: ωB97M-V/def2-TZVPD

The total energy is -3406.102605 hartree. Its frontier orbital gap is 6.16 eV. For the LUMO energy, the calculation gives -0.1572 Ha. As for the net charge: +1.

Last column: Mulliken charge in e.
Cartesian coordinates (Å):
W -0.28 -0.01 0.19  -0.032
N -1.82 3.30 2.82  -0.407
C -1.28 2.15 2.34  0.860
S -2.14 1.31 1.09  -0.793
N -0.16 1.74 2.83  -1.563
N 0.29 0.57 2.22  1.016
C 1.19 -0.05 2.94  -0.952
C 1.78 -1.30 2.63  1.337
C 2.79 -1.79 3.49  -0.908
C 3.34 -3.03 3.29  -0.857
C 2.88 -3.83 2.23  -0.633
C 1.88 -3.39 1.39  -0.734
C 1.32 -2.12 1.59  0.377
O 0.29 -1.77 0.82  -0.643
H -2.77 3.53 2.59  0.240
H -1.44 3.68 3.67  0.257
H 1.46 0.44 3.87  0.485
H 3.13 -1.16 4.30  0.464
H 4.12 -3.40 3.94  0.436
H 3.31 -4.81 2.07  0.467
H 1.50 -4.00 0.58  0.562
Cl 4.49 5.08 1.13  -0.238
C 3.69 3.59 0.81  0.321
C 4.38 2.41 0.87  -0.321
C 3.75 1.18 0.57  0.024
I 4.89 -0.54 0.42  0.061
C 2.41 1.15 0.29  0.171
O 1.71 0.07 -0.06  -0.880
C 1.70 2.36 0.26  0.008
N 0.39 2.22 -0.09  1.213
C -0.30 3.31 -0.36  -0.689
C 0.24 4.59 -0.24  -1.559
C 1.53 4.75 0.21  -0.868
C 2.31 3.60 0.45  -0.176
H 5.43 2.43 1.11  0.534
H -1.33 3.17 -0.67  0.738
H -0.38 5.45 -0.47  0.487
H 1.96 5.73 0.34  0.506
C -0.41 1.80 -4.17  -1.122
Si 0.66 0.67 -3.13  0.034
C 2.13 1.72 -2.72  -1.193
C 1.42 -0.82 -3.95  -1.176
N -0.44 0.00 -1.80  1.349
C -1.51 -0.75 -2.32  1.395
C -1.85 -0.91 -3.68  -0.866
C -2.90 -1.71 -4.05  -1.460
C -3.66 -2.38 -3.08  -1.399
C -3.36 -2.23 -1.75  -0.696
C -2.29 -1.40 -1.36  1.086
N -1.92 -1.13 -0.06  1.587
Si -2.77 -1.99 1.31  0.165
C -2.01 -1.61 2.98  -0.950
C -2.53 -3.82 1.07  -1.066
C -4.55 -1.45 1.35  -1.096
H 0.25 2.41 -4.79  0.394
H -0.95 2.49 -3.50  0.281
H -1.14 1.34 -4.82  0.488
H 2.56 1.89 -3.71  0.667
H 2.90 1.23 -2.13  0.227
H 1.91 2.70 -2.31  0.310
H 2.17 -0.47 -4.66  0.404
H 0.75 -1.50 -4.47  0.404
H 1.94 -1.40 -3.18  0.316
H -1.30 -0.41 -4.46  0.391
H -3.14 -1.82 -5.10  0.444
H -4.48 -3.02 -3.37  0.427
H -3.97 -2.73 -1.01  0.345
H -0.99 -1.98 3.07  0.019
H -2.62 -2.17 3.69  0.624
H -2.05 -0.56 3.27  0.294
H -1.46 -4.04 1.00  0.195
H -3.02 -4.25 0.20  0.385
H -2.91 -4.33 1.96  0.413
H -4.61 -0.36 1.39  0.305
H -5.00 -1.84 2.26  0.391
H -5.14 -1.79 0.51  0.372